Formula: C27H42F12N3O10
Source: the Open Molecules 2025 dataset
Level of theory: ωB97M-V/def2-TZVPD

- LUMO (eV) = -2.612
- orbital gap (eV) = 10.02
- electronic energy (Ha) = -3168.844913
- HOMO (eV) = -12.6
- net charge = +1
- multiplicity = 1

Geometry as XYZ:
```
94
C27H42F12N3O10 | the Open Molecules 2025 dataset | ωB97M-V/def2-TZVPD
C 5.235 -3.657 0.680
O 5.200 -2.628 -0.331
C 4.655 -1.476 0.325
C 4.493 -0.234 -0.609
C 3.479 -0.391 -1.808
C 2.628 -1.705 -1.826
N 1.691 -1.892 -0.691
C 1.702 -3.158 -0.173
N 0.777 -3.154 0.824
N 0.479 -4.298 1.598
C 0.178 -1.903 0.922
C 0.769 -1.054 -0.077
C 0.478 0.412 -0.458
C 1.407 1.482 0.211
C 1.514 1.389 1.777
O 0.417 0.704 2.406
H 4.187 -3.898 1.024
H 5.760 -3.277 1.599
H 5.728 -4.584 0.312
H 5.408 -1.180 1.114
H 3.714 -1.701 0.905
H 4.287 0.641 0.057
H 5.510 -0.041 -1.047
H 4.096 -0.416 -2.746
H 2.781 0.470 -1.939
H 3.272 -2.606 -1.970
H 1.990 -1.654 -2.753
H 2.328 -4.013 -0.473
H 0.288 -5.018 0.886
H -0.459 -4.097 1.975
H -0.608 -1.596 1.630
H 0.437 0.538 -1.567
H -0.562 0.627 -0.095
H 0.944 2.481 -0.013
H 2.441 1.531 -0.193
H 2.511 0.989 2.112
H 1.497 2.448 2.158
H 0.810 0.125 3.077
C 2.863 7.952 1.811
C 1.545 7.460 1.251
O 1.734 6.818 -0.025
C 2.161 5.559 0.010
O 2.396 4.938 1.009
C 2.268 4.998 -1.409
F 2.875 5.848 -2.253
F 1.054 4.738 -1.934
F 2.964 3.853 -1.455
H 3.366 8.601 1.092
H 2.704 8.505 2.737
H 3.539 7.120 2.018
H 0.881 8.307 1.075
H 1.035 6.791 1.946
C 0.023 6.463 -4.455
C 1.364 6.919 -4.992
O 1.274 7.246 -6.388
C 0.773 8.453 -6.674
O 0.404 9.249 -5.861
C 0.781 8.684 -8.187
F 0.310 7.622 -8.864
F 2.025 8.917 -8.641
F 0.032 9.733 -8.542
H -0.366 5.634 -5.050
H 0.113 6.142 -3.419
H -0.715 7.265 -4.504
H 2.088 6.109 -4.910
H 1.760 7.763 -4.424
C -5.401 -1.641 1.563
C -5.783 -3.094 1.758
O -5.359 -3.893 0.635
C -4.081 -4.256 0.624
O -3.284 -3.958 1.472
C -3.785 -5.136 -0.592
F -4.307 -4.635 -1.719
F -4.295 -6.370 -0.439
F -2.465 -5.279 -0.803
H -5.794 -1.266 0.617
H -5.793 -1.030 2.377
H -4.317 -1.519 1.531
H -6.868 -3.186 1.810
H -5.381 -3.497 2.690
C -3.315 -7.770 2.843
C -4.750 -7.290 2.915
O -5.353 -7.665 4.161
C -5.062 -6.884 5.206
O -4.347 -5.923 5.162
C -5.805 -7.367 6.453
F -5.718 -8.698 6.610
F -7.114 -7.065 6.390
F -5.328 -6.811 7.572
H -3.262 -8.845 3.021
H -2.885 -7.551 1.864
H -2.700 -7.289 3.606
H -5.335 -7.767 2.128
H -4.823 -6.210 2.761
```

Formula: C27H42IN3O6S
Source: the Open Molecules 2025 dataset
Level of theory: ωB97M-V/def2-TZVPD

- LUMO (spin up / spin down) (eV) = -0.800 / -0.800
- orbital gap (spin up / spin down) (eV) = 7.84 / 8.66
- electronic energy (Ha) = -2365.461472
- HOMO (spin up / spin down) (eV) = -8.6 / -9.5
- multiplicity = 3

Geometry as XYZ:
```
80
C27H42IN3O6S | the Open Molecules 2025 dataset | ωB97M-V/def2-TZVPD
C -6.125 1.650 -0.410
S -7.578 0.616 -0.524
O -8.665 1.364 0.037
O -7.721 0.165 -1.879
C -7.171 -0.813 0.472
C -5.837 -1.227 0.421
C -5.453 -2.335 1.148
C -6.345 -3.024 1.931
C -7.673 -2.650 1.980
C -8.083 -1.545 1.236
I -10.136 -1.101 1.327
C -5.620 -4.141 2.618
O -6.067 -5.063 3.204
N -4.204 -3.905 2.409
C -4.124 -3.018 1.259
O -3.194 -2.936 0.537
H -5.655 1.456 0.549
H -6.515 2.659 -0.373
H -5.460 1.491 -1.246
H -5.120 -0.699 -0.193
H -8.377 -3.198 2.583
H -3.887 -3.312 3.179
C -0.948 1.983 2.467
C -1.645 0.974 1.531
C -0.841 -0.325 1.475
C 0.466 -0.181 0.700
C 0.216 0.380 -0.696
C -0.610 1.667 -0.705
N -1.825 1.548 0.163
O -2.767 0.928 -0.475
C 0.261 2.856 -0.257
C -1.028 1.981 -2.138
C -3.006 0.708 2.164
H -1.107 1.693 3.506
H 0.129 2.033 2.331
H -1.360 2.985 2.338
H -1.444 -1.106 1.006
H -0.636 -0.663 2.494
H 1.172 0.455 1.242
H 0.942 -1.157 0.612
H 1.171 0.569 -1.191
H -0.297 -0.383 -1.291
H -0.349 3.749 -0.108
H 1.000 3.083 -1.025
H 0.825 2.669 0.653
H -1.554 1.151 -2.606
H -0.139 2.183 -2.734
H -1.672 2.861 -2.178
H -3.606 1.620 2.207
H -2.866 0.348 3.183
H -3.570 -0.051 1.624
C 6.738 0.155 -2.999
C 5.865 0.880 -1.954
C 6.706 1.223 -0.725
C 7.070 -0.003 0.112
C 5.818 -0.792 0.494
C 4.919 -1.138 -0.695
N 4.684 0.049 -1.571
O 3.752 0.798 -1.072
C 5.534 -2.296 -1.504
C 3.584 -1.659 -0.178
C 5.395 2.162 -2.632
H 7.392 0.872 -3.494
H 7.392 -0.603 -2.576
H 6.119 -0.312 -3.767
H 6.156 1.929 -0.095
H 7.614 1.738 -1.048
H 7.775 -0.643 -0.426
H 7.586 0.318 1.019
H 6.101 -1.715 1.003
H 5.245 -0.202 1.217
H 4.990 -2.449 -2.437
H 5.474 -3.221 -0.931
H 6.586 -2.157 -1.740
H 3.115 -0.959 0.508
H 3.733 -2.593 0.363
H 2.891 -1.852 -0.999
H 4.782 1.941 -3.507
H 6.263 2.734 -2.961
H 4.820 2.798 -1.962
```

Formula: C27H42IrN10SSi3
Source: the Open Molecules 2025 dataset
Level of theory: ωB97M-V/def2-TZVPD

- LUMO (spin up / spin down) (eV) = -6.557 / -7.642
- orbital gap (spin up / spin down) (eV) = 7.19 / 6.16
- electronic energy (Ha) = -2972.266230
- HOMO (spin up / spin down) (eV) = -13.8 / -13.8
- net charge = +2
- multiplicity = 2
- energy above the lowest of the compared OMol25 structures with the same formula, charge and spin (eV) = 0.195

Geometry as XYZ:
```
84
C27H42IrN10SSi3 | the Open Molecules 2025 dataset | ωB97M-V/def2-TZVPD
Ir 0.391 0.539 -0.015
C -1.839 1.851 2.971
Si -2.548 1.177 1.371
C -2.658 2.489 0.024
C -4.311 0.717 1.778
C -1.551 -0.359 0.712
Si -2.685 -1.321 -0.523
C -3.627 -0.226 -1.710
C -3.959 -2.311 0.427
C -1.714 -2.655 -1.429
Si -1.112 -1.535 2.081
C -2.382 -1.783 3.416
C -0.477 -3.228 1.597
C 0.366 -0.649 2.800
C 0.798 -0.727 4.121
C 1.933 -0.049 4.521
C 2.625 0.708 3.583
C 2.156 0.765 2.293
N 1.053 0.086 1.909
H -2.186 2.881 3.097
H -0.752 1.868 3.017
H -2.207 1.284 3.828
H -2.491 3.487 0.440
H -3.646 2.483 -0.441
H -1.923 2.329 -0.762
H -4.774 1.589 2.249
H -4.384 -0.112 2.484
H -4.900 0.469 0.894
H -4.569 0.106 -1.268
H -3.877 -0.810 -2.599
H -3.092 0.658 -2.036
H -4.631 -1.721 1.045
H -3.503 -3.083 1.051
H -4.569 -2.827 -0.321
H -0.643 -2.540 -1.319
H -1.959 -2.644 -2.496
H -1.984 -3.641 -1.046
H -3.324 -2.149 3.009
H -2.595 -0.870 3.974
H -2.027 -2.537 4.124
H -1.308 -3.899 1.367
H 0.054 -3.661 2.451
H 0.192 -3.244 0.735
H 0.226 -1.316 4.825
H 2.278 -0.104 5.546
H 3.515 1.261 3.848
H 2.654 1.360 1.545
N 2.719 -2.021 0.748
C 3.294 -1.108 -0.045
N 4.551 -1.338 -0.381
C 5.094 -0.498 -1.262
N 6.347 -0.702 -1.644
N 4.443 0.563 -1.799
C 3.222 0.740 -1.382
N 2.560 -0.042 -0.499
C 2.510 1.932 -1.898
C 3.126 2.793 -2.789
C 2.443 3.923 -3.208
C 1.177 4.163 -2.704
C 0.630 3.256 -1.814
N 1.276 2.151 -1.433
H 3.315 -2.741 1.125
H 1.824 -1.853 1.168
H 6.872 -1.464 -1.249
H 6.778 -0.075 -2.301
H 4.126 2.567 -3.127
H 2.902 4.614 -3.902
H 0.614 5.042 -2.983
H -0.342 3.431 -1.377
S 0.443 4.870 1.516
C 0.366 3.334 1.178
N 0.294 2.173 0.946
C 1.538 -2.327 -2.391
C 0.665 -1.197 -2.800
N 0.098 -0.234 -2.071
C -0.621 0.559 -2.960
C -0.482 0.078 -4.211
N 0.327 -1.026 -4.087
H 1.680 -2.352 -1.319
H 2.513 -2.247 -2.877
H 1.090 -3.275 -2.692
H -1.168 1.426 -2.643
H -0.888 0.404 -5.153
H 0.626 -1.622 -4.843
```